(1)
DFT (the ωB97M-V functional and the def2-TZVPD basis) results for a 2-piece molecular cluster, C15H22BCl3N2O2 overall in a non-equilibrium geometry.

- LUMO level (eV) = -2.183
- molar mass (u) = 379.5
- net charge = 0

Element x y z (Å)
Cl1 0.303 -2.218 4.521
B1 -0.654 -3.073 3.223
Cl2 -1.223 -4.783 3.759
Cl3 -2.154 -2.031 2.693
O1 0.231 -3.224 2.022
C1 -0.171 -3.771 0.934
C2 0.728 -3.920 -0.168
C3 0.236 -4.546 -1.336
C4 1.066 -4.716 -2.433
C5 2.397 -4.273 -2.392
C6 2.889 -3.660 -1.229
C7 2.078 -3.477 -0.117
H1 -1.195 -4.161 0.853
H2 -0.802 -4.883 -1.325
H3 0.682 -5.195 -3.333
H4 3.045 -4.406 -3.260
H5 3.924 -3.319 -1.195
H6 2.454 -3.009 0.794
C8 0.778 6.381 1.810
C9 0.495 5.239 0.844
C10 0.721 3.862 1.469
N1 0.447 2.748 0.564
C11 -0.630 1.934 0.692
C12 -0.678 0.840 -0.389
C13 -0.763 1.376 -1.844
C14 -1.751 0.432 -2.547
C15 -2.564 -0.228 -1.411
N2 -1.814 0.025 -0.226
O2 -1.487 2.052 1.555
H7 0.581 7.334 1.313
H8 0.136 6.318 2.694
H9 1.823 6.377 2.138
H10 -0.550 5.289 0.509
H11 1.135 5.336 -0.043
H12 1.766 3.784 1.805
H13 0.057 3.724 2.328
H14 1.065 2.619 -0.230
H15 0.266 0.275 -0.236
H16 -1.166 2.399 -1.851
H17 0.227 1.385 -2.303
H18 -2.387 0.964 -3.255
H19 -1.197 -0.339 -3.091
H20 -3.562 0.243 -1.369
H21 -2.724 -1.300 -1.599
H22 -2.058 -0.401 0.663


(2)
DFT (the ωB97M-V functional and the def2-TZVPD basis) results for one molecule with the formula C15H22N2O2 in a non-equilibrium geometry.

- ΔE to the lowest compared entry with this formula, charge and spin (kJ/mol) = 531.0
- LUMO level (eV) = -0.953
- molar mass (u) = 262.4
- net charge = 0

Element x y z (Å)
C1 -1.458 -1.510 2.899
C2 -2.054 -1.076 1.577
C3 -1.107 0.197 1.485
O1 -1.487 1.365 1.318
C4 -0.505 -0.320 2.894
H1 -2.200 -1.417 3.693
H2 -0.971 -2.499 2.929
H3 -1.821 -1.768 0.769
H4 -3.123 -0.859 1.562
H5 -0.659 0.387 3.723
H6 0.555 -0.564 2.785
C5 -0.054 3.827 -1.667
C6 0.305 3.166 -0.356
N1 0.830 1.829 -0.412
C7 2.283 1.713 -0.661
C8 3.084 1.631 0.631
C9 -0.028 0.823 -0.802
C10 -0.088 -0.344 0.131
N2 -0.216 -1.552 -0.772
C11 -1.305 -1.673 -1.596
C12 -1.690 -2.859 -2.171
C13 -0.897 -4.002 -1.944
C14 0.289 -3.850 -1.205
C15 0.610 -2.640 -0.653
O2 -0.762 0.936 -1.819
H7 -0.546 4.778 -1.467
H8 0.829 4.040 -2.269
H9 -0.739 3.208 -2.238
H10 1.076 3.763 0.143
H11 -0.586 3.135 0.288
H12 2.534 0.880 -1.334
H13 2.549 2.632 -1.186
H14 4.160 1.721 0.417
H15 2.797 2.446 1.314
H16 2.912 0.670 1.139
H17 0.819 -0.462 0.734
H18 -1.843 -0.738 -1.779
H19 -2.644 -2.852 -2.725
H20 -1.261 -4.961 -2.276
H21 0.897 -4.727 -1.009
H22 1.514 -2.474 -0.093


(3)
DFT (the ωB97M-V functional and the def2-TZVPD basis) results for one molecule with the formula C15H22N2O3 in a non-equilibrium geometry.

- ΔE to the lowest compared entry with this formula, charge and spin (kJ/mol) = 217.7
- LUMO level (eV) = 0.449
- molar mass (u) = 278.4
- net charge = 0

Element x y z (Å)
C1 -3.534 -2.124 -0.735
C2 -3.661 -1.319 0.603
C3 -5.055 -1.631 1.299
C4 -3.523 0.205 0.457
C5 -2.365 0.728 -0.469
N1 -1.043 0.358 -0.037
C6 -0.092 -0.009 -0.885
O1 -0.231 -0.821 -1.780
C7 1.357 0.526 -0.597
N2 1.363 1.536 0.414
C8 2.201 -0.708 -0.084
C9 3.672 -0.324 0.038
C10 4.170 0.288 1.143
C11 5.522 0.651 1.195
C12 6.387 0.402 0.121
C13 5.866 -0.429 -0.906
C14 4.496 -0.796 -0.985
C15 -2.524 2.293 -0.411
O2 -1.957 2.885 0.508
O3 -3.271 2.849 -1.350
H1 -4.369 -1.776 -1.357
H2 -2.580 -1.972 -1.198
H3 -3.647 -3.219 -0.536
H4 -2.731 -1.527 1.241
H5 -5.169 -1.179 2.347
H6 -5.196 -2.725 1.514
H7 -5.996 -1.381 0.716
H8 -3.456 0.744 1.406
H9 -4.394 0.585 0.009
H10 -2.690 0.373 -1.403
H11 -0.639 0.887 0.720
H12 1.700 0.907 -1.475
H13 0.736 2.365 0.225
H14 2.286 1.849 0.621
H15 2.004 -1.492 -0.791
H16 1.816 -0.881 0.895
H17 3.628 0.526 2.005
H18 5.880 1.167 2.089
H19 7.439 0.666 0.076
H20 6.598 -0.878 -1.669
H21 4.142 -1.473 -1.831
H22 -3.140 3.875 -1.144


(4)
DFT (the ωB97M-V functional and the def2-TZVPD basis) results for one molecule with the formula C15H22O in a non-equilibrium geometry.

- ΔE to the lowest compared entry with this formula, charge and spin (kJ/mol) = 114.9
- LUMO level (eV) = 0.251
- molar mass (u) = 218.3
- net charge = 0

Element x y z (Å)
C1 -0.554 2.904 -2.088
C2 0.770 2.159 -1.938
C3 1.870 3.290 -1.717
C4 0.765 1.260 -0.710
C5 2.079 0.470 -0.469
C6 2.196 -0.701 0.138
C7 1.076 -1.354 0.737
C8 1.336 -2.616 1.191
C9 0.202 -3.563 1.550
O1 0.467 -4.707 1.857
C10 -1.217 -3.009 1.519
C11 -1.228 -1.842 0.523
C12 -2.693 -1.309 0.629
C13 -0.295 -0.682 0.722
C14 -0.614 0.107 1.998
C15 -0.450 0.272 -0.529
H1 -0.605 3.551 -1.145
H2 -1.508 2.344 -2.271
H3 -0.421 3.749 -2.857
H4 0.943 1.528 -2.803
H5 1.654 3.646 -0.670
H6 2.845 2.868 -1.854
H7 1.758 4.119 -2.422
H8 0.721 1.941 0.049
H9 3.046 0.749 -0.804
H10 3.160 -1.273 0.129
H11 2.300 -3.039 1.202
H12 -1.969 -3.752 1.129
H13 -1.439 -2.817 2.593
H14 -1.050 -2.207 -0.529
H15 -2.959 -0.728 -0.183
H16 -3.312 -2.209 0.438
H17 -2.964 -0.731 1.530
H18 -1.565 0.642 1.730
H19 -0.693 -0.376 2.983
H20 0.210 0.878 2.072
H21 -0.548 -0.466 -1.392
H22 -1.315 0.904 -0.337


(5)
DFT (the ωB97M-V functional and the def2-TZVPD basis) results for C15H23B3F4N8O4V as an isolated structure in a non-equilibrium geometry.

- ΔE to the lowest compared entry with this formula, charge and spin (kJ/mol) = 109.3
- LUMO level (alpha / beta) (eV) = -5.742 / -7.478
- 2S+1 = 3
- molar mass (u) = 538.8
- net charge = +1

Element x y z (Å)
V1 8.533 8.456 8.469
C1 3.935 7.554 8.448
C2 5.237 7.645 7.615
N1 5.375 8.644 6.783
O1 4.664 11.767 10.036
B1 5.312 12.104 11.181
F1 4.894 11.571 12.305
F2 6.304 13.048 11.183
O2 6.606 9.754 10.079
N2 7.463 8.798 10.191
C3 7.605 8.231 11.352
C4 6.689 8.416 12.541
C5 8.594 7.150 11.284
N3 9.157 7.078 10.105
O3 9.643 5.824 9.890
B2 8.574 4.811 9.290
F3 7.643 4.727 10.242
F4 9.326 3.681 9.272
O4 8.189 5.365 7.891
N4 7.536 6.679 7.982
C6 6.225 6.518 7.963
C7 5.534 5.234 8.252
C8 9.069 6.363 12.496
H1 3.254 8.332 8.076
H2 4.159 7.773 9.502
H3 3.424 6.619 8.512
H4 7.040 7.898 13.427
H5 5.682 8.014 12.245
H6 6.696 9.490 12.845
H7 6.252 4.428 7.983
H8 4.564 5.182 7.653
H9 5.378 5.148 9.366
H10 8.323 5.778 13.091
H11 9.546 7.179 13.058
H12 9.815 5.625 12.154
B3 9.810 10.476 5.977
N5 10.251 9.023 6.061
C9 10.879 8.277 5.100
C10 11.063 6.962 5.525
C11 10.566 6.985 6.870
N6 9.993 8.126 7.106
N7 8.276 10.496 6.416
C12 7.415 11.296 5.768
C13 6.212 10.627 5.657
C14 6.380 9.453 6.510
N8 7.627 9.528 7.068
H13 10.487 11.278 6.677
H14 9.924 10.808 4.836
H15 11.274 8.809 4.247
H16 11.525 6.188 4.998
H17 10.609 6.226 7.674
H18 7.584 12.272 5.394
H19 5.298 10.903 5.250
H20 5.218 12.013 9.249
C15 9.678 10.059 9.166
H21 9.182 10.994 9.124
H22 10.630 10.099 8.587
H23 9.914 10.001 10.283


(6)
DFT (the ωB97M-V functional and the def2-TZVPD basis) results for a 2-piece molecular cluster, C15H23Br2NO8 overall in a non-equilibrium geometry.

- LUMO level (eV) = -0.396
- molar mass (u) = 505.2
- net charge = 0

Element x y z (Å)
C1 0.937 -0.550 3.423
C2 0.160 -0.404 2.272
C3 -1.274 -0.966 2.098
C4 -2.356 -0.246 2.972
C5 -3.740 -0.977 2.844
Br1 -4.352 -2.159 4.294
C6 -4.573 -0.893 1.782
C7 -5.935 -1.653 1.764
Br2 -4.107 0.177 0.232
O1 -1.966 -0.595 4.341
C8 -2.382 0.438 5.189
O2 -2.323 0.421 6.348
O3 -2.933 1.493 4.423
C9 -2.296 1.293 3.166
O4 -2.574 2.176 2.085
N1 -1.352 2.402 1.445
O5 -1.518 2.960 0.431
H1 1.133 0.338 4.080
H2 1.359 -1.519 3.773
H3 0.625 0.191 1.444
H4 -1.500 -0.943 0.999
H5 -1.262 -2.050 2.404
H6 -5.779 -2.763 1.821
H7 -6.502 -1.383 2.691
H8 -6.546 -1.426 0.864
H9 -1.221 1.520 3.402
C10 0.463 -0.351 -5.189
O6 1.409 0.307 -4.373
C11 0.801 0.962 -3.268
C12 1.822 1.214 -2.173
O7 2.087 0.063 -1.373
C13 2.872 -0.958 -1.984
C14 4.340 -0.594 -2.108
O8 4.550 0.253 -3.229
C15 5.740 1.005 -3.116
H10 -0.251 0.364 -5.611
H11 0.998 -0.839 -6.003
H12 -0.069 -1.120 -4.617
H13 -0.020 0.355 -2.869
H14 0.405 1.921 -3.626
H15 1.401 1.951 -1.484
H16 2.746 1.638 -2.569
H17 2.447 -1.263 -2.942
H18 2.795 -1.818 -1.312
H19 4.933 -1.505 -2.263
H20 4.672 -0.099 -1.187
H21 5.695 1.662 -2.240
H22 5.834 1.626 -4.006
H23 6.611 0.345 -3.048